Record 1
DFT (wB97M-V/def2-TZVPD) results for a cluster of 14 separate species, C57H78F7NO7S6 in total in a non-equilibrium geometry.

Values from the calculation:
E_HOMO	-8.29	eV
gap between HOMO and LUMO	8.732	eV

```
! wB97M-V def2-TZVPD RIJCOSX def2/J DEFGRID3
* xyz 0 1
C 14.13 14.66 12.17
S 14.99 13.63 13.31
O 14.42 13.95 14.61
C 14.22 12.05 12.92
H 14.16 14.24 11.16
H 14.64 15.63 12.14
H 13.15 14.72 12.57
H 14.04 11.95 11.84
H 13.21 12.19 13.29
H 14.70 11.19 13.35
C 14.58 11.77 8.13
S 16.15 12.63 8.36
O 16.19 13.03 9.82
C 15.72 14.15 7.34
H 14.28 11.84 7.03
H 13.87 12.37 8.65
H 14.55 10.77 8.55
H 15.78 13.77 6.33
H 16.55 14.83 7.42
H 14.73 14.59 7.61
C 19.03 14.94 9.80
S 18.24 14.68 11.32
O 17.11 15.64 11.46
C 19.71 15.31 12.35
H 19.96 14.32 9.76
H 19.23 16.06 9.73
H 18.34 14.71 8.95
H 19.34 15.39 13.39
H 19.93 16.22 11.83
H 20.48 14.57 12.26
C 10.02 11.81 10.98
S 11.13 13.07 10.54
O 11.74 12.77 9.17
C 10.06 14.62 10.38
H 10.64 10.91 10.93
H 9.19 11.78 10.33
H 9.88 12.01 12.04
H 9.76 15.05 11.35
H 9.22 14.54 9.65
H 10.82 15.20 9.89
C 15.30 19.58 9.11
S 16.00 17.93 9.57
O 17.27 17.65 8.89
C 16.41 18.50 11.24
H 14.79 19.40 8.15
H 16.14 20.28 9.07
H 14.61 19.73 9.96
H 17.20 19.30 11.07
H 16.81 17.67 11.78
H 15.50 18.95 11.65
C 18.18 13.88 19.20
S 16.88 14.59 18.10
O 17.15 16.02 18.08
C 17.39 13.81 16.50
H 19.14 14.41 18.93
H 18.22 12.81 18.96
H 17.93 14.03 20.27
H 17.26 12.72 16.52
H 18.42 14.06 16.31
H 16.74 14.19 15.77
F 16.24 10.41 16.92
C 16.21 10.19 18.26
C 15.81 11.09 19.20
C 15.95 10.75 20.53
C 16.42 9.53 20.92
C 16.76 8.56 19.97
C 16.72 8.94 18.61
H 15.34 12.04 18.97
H 15.63 11.51 21.22
H 16.38 9.26 21.98
H 16.88 7.58 20.25
H 16.81 8.24 17.74
F 14.01 9.69 15.24
C 13.39 10.19 16.33
C 13.55 11.58 16.62
C 12.87 12.06 17.71
C 12.04 11.20 18.44
C 11.75 9.93 18.07
C 12.51 9.37 16.97
H 13.92 12.32 15.91
H 13.01 13.11 17.99
H 11.56 11.64 19.32
H 11.15 9.30 18.74
H 12.34 8.38 16.57
F 9.22 16.85 13.42
C 10.33 16.87 14.15
C 10.99 18.09 14.35
C 12.11 18.12 15.18
C 12.66 16.89 15.62
C 12.06 15.69 15.30
C 10.83 15.62 14.58
H 10.56 18.95 13.90
H 12.63 19.03 15.36
H 13.49 16.96 16.29
H 12.51 14.76 15.60
H 10.29 14.73 14.36
F 10.84 8.36 12.63
C 10.33 8.94 13.65
C 10.90 10.09 14.11
C 10.31 10.89 15.05
C 9.16 10.46 15.66
C 8.58 9.25 15.26
C 9.21 8.41 14.30
H 11.80 10.44 13.62
H 10.80 11.81 15.31
H 8.85 11.04 16.51
H 7.71 8.80 15.79
H 8.80 7.49 13.91
F 12.54 16.86 10.47
C 12.35 18.15 10.93
C 13.02 18.63 12.04
C 12.83 19.90 12.40
C 11.97 20.69 11.65
C 11.24 20.22 10.58
C 11.49 18.92 10.15
H 13.66 17.94 12.56
H 13.33 20.32 13.29
H 11.87 21.69 12.06
H 10.56 20.83 10.06
H 11.03 18.49 9.23
F 22.55 10.94 11.88
C 21.21 10.93 11.90
C 20.59 11.18 13.15
C 19.22 11.32 13.19
C 18.44 11.09 12.07
C 19.09 10.82 10.83
C 20.50 10.78 10.74
H 21.14 11.33 14.06
H 18.92 11.75 14.10
H 17.41 11.28 12.10
H 18.48 10.75 9.93
H 21.00 10.72 9.79
F 13.90 15.77 22.70
C 13.23 15.96 21.49
C 11.89 15.73 21.57
C 11.21 15.95 20.35
C 11.95 16.40 19.24
C 13.32 16.60 19.27
C 13.97 16.40 20.47
H 11.32 15.47 22.47
H 10.16 15.87 20.20
H 11.43 16.70 18.36
H 13.80 16.73 18.34
H 15.05 16.52 20.57
C 14.86 19.40 17.05
C 15.60 19.06 15.72
O 15.28 19.59 14.66
N 16.57 18.13 15.90
C 17.31 17.61 14.78
H 14.29 20.31 16.73
H 15.47 19.46 17.99
H 14.07 18.66 17.13
H 16.78 17.81 16.80
H 18.41 17.45 14.94
H 17.16 18.39 13.97
H 16.90 16.66 14.44
*
```

Mulliken atomic charge list, values in e, 99 entries: atom 1 (C): -0.228, atom 2 (S): 1.065, atom 3 (O): -0.680, atom 4 (C): -1.462, atom 5 (H): 0.053, atom 6 (H): -0.496, atom 7 (H): 0.321, atom 8 (H): 0.411, atom 9 (H): 0.136, atom 10 (H): 0.630, atom 11 (C): -0.449, atom 12 (S): 0.449, atom 13 (O): -0.455, atom 14 (C): -0.981, atom 15 (H): 0.349, atom 16 (H): -0.145, atom 17 (H): 0.355, atom 18 (H): 0.493, atom 19 (H): 0.320, atom 20 (H): 0.160, atom 21 (C): -0.896, atom 22 (S): 0.985, atom 23 (O): -0.738, atom 24 (C): -1.176, atom 25 (H): 0.337, atom 26 (H): 0.387, atom 27 (H): -0.020, atom 28 (H): 0.095, atom 29 (H): 0.496, atom 30 (H): 0.436, atom 31 (C): -1.024, atom 32 (S): 0.886, atom 33 (O): -0.819, atom 34 (C): -0.807, atom 35 (H): 0.312, atom 36 (H): 0.529, atom 37 (H): 0.177, atom 38 (H): 0.240, atom 39 (H): 0.426, atom 40 (H): 0.067, atom 41 (C): -0.768, atom 42 (S): 0.690, atom 43 (O): -0.673, atom 44 (C): -0.203, atom 45 (H): 0.363, atom 46 (H): 0.348, atom 47 (H): 0.101, atom 48 (H): 0.561, atom 49 (H): -0.478, atom 50 (H): 0.146, atom 51 (C): -1.054, atom 52 (S): 0.710, atom 53 (O): -0.715, atom 54 (C): -0.363, atom 55 (H): 0.333, atom 56 (H): 0.321, atom 57 (H): 0.323, atom 58 (H): 0.113, atom 59 (H): 0.584, atom 60 (H): -0.360, atom 61 (F): -0.222, atom 62 (C): 0.272, atom 63 (C): 0.254, atom 64 (C): -1.223, atom 65 (C): -0.524, atom 66 (C): -0.553, atom 67 (C): -0.446, atom 68 (H): 0.817, atom 69 (H): 0.479, atom 70 (H): 0.343, atom 71 (H): 0.477, atom 72 (H): 0.336, atom 73 (F): -0.463, atom 74 (C): 0.380, atom 75 (C): 1.845, atom 76 (C): -0.820, atom 77 (C): -0.658, atom 78 (C): -0.888, atom 79 (C): -0.444, atom 80 (H): -0.906, atom 81 (H): 0.679, atom 82 (H): 0.472, atom 83 (H): 0.450, atom 84 (H): 0.494, atom 85 (F): -0.426, atom 86 (C): 0.042, atom 87 (C): -0.359, atom 88 (C): -0.761, atom 89 (C): -0.044, atom 90 (C): -0.050, atom 91 (C): -0.548, atom 92 (H): 0.541, atom 93 (H): 0.257, atom 94 (H): -0.263, atom 95 (H): 0.558, atom 96 (H): 0.885, atom 97 (F): -0.314, atom 98 (C): 0.235, atom 99 (C): -0.455

=====

Record 2
DFT (wB97M-V/def2-TZVPD) results for the ion C6H11N with charge -1 in a non-equilibrium geometry.

Values from the calculation:
E_HOMO (alpha / beta)	0.67 / -2.62	eV
gap between HOMO and LUMO (alpha / beta)	3.942 / 6.786	eV
energy relative to the best compared isomer or geometry (same formula, charge and spin)	0.8100	eV

```
! wB97M-V def2-TZVPD RIJCOSX def2/J DEFGRID3
* xyz -1 2
C -1.02 1.85 1.43
C -0.94 0.28 1.71
N -0.66 -0.07 -1.35
C 0.20 -0.65 -0.41
C 0.16 -0.39 0.96
C 1.82 -1.29 -2.21
C 1.45 -1.21 -0.91
H -0.44 1.92 0.50
H -0.51 2.54 2.11
H -2.00 2.20 1.08
H -0.59 0.20 2.74
H -1.94 -0.07 1.32
H -1.15 -0.74 -1.92
H -1.36 0.63 -1.11
H 0.93 -0.77 1.63
H 2.75 -1.83 -2.38
H 1.29 -0.73 -2.98
H 2.00 -1.86 -0.23
*
```

Atomic charges from the Mulliken analysis, expressed in e, are listed below: atom 1 (C): -1.397, atom 2 (C): -0.692, atom 3 (N): -0.617, atom 4 (C): 0.444, atom 5 (C): -0.586, atom 6 (C): -0.901, atom 7 (C): -0.433, atom 8 (H): 0.274, atom 9 (H): 0.517, atom 10 (H): 0.345, atom 11 (H): 0.340, atom 12 (H): 0.311, atom 13 (H): 0.195, atom 14 (H): 0.256, atom 15 (H): 0.163, atom 16 (H): 0.226, atom 17 (H): 0.364, atom 18 (H): 0.190

=====

Record 3
DFT (wB97M-V/def2-TZVPD) results for a structure of composition C33H35CrIO7PS3 in a non-equilibrium geometry.

Values from the calculation:
E_HOMO (alpha / beta)	-5.17 / -4.00	eV
gap between HOMO and LUMO (alpha / beta)	7.378 / 6.209	eV
energy relative to the best compared isomer or geometry (same formula, charge and spin)	1.3139	eV

```
! wB97M-V def2-TZVPD RIJCOSX def2/J DEFGRID3
* xyz -1 3
Cr -0.14 -0.38 0.59
C -6.28 0.67 1.22
C -5.37 1.22 0.14
O -4.76 0.18 -0.62
P -3.38 -0.56 -0.20
S -2.86 -1.53 -1.82
S -2.28 0.82 0.78
O -3.84 -1.54 1.01
C -4.62 -2.71 0.76
C -4.24 -3.78 1.76
H -6.83 1.49 1.70
H -5.69 0.16 1.98
H -6.99 -0.03 0.80
H -4.59 1.84 0.59
H -5.93 1.82 -0.58
H -4.45 -3.05 -0.27
H -5.68 -2.44 0.86
H -3.17 -3.91 1.78
H -4.71 -4.73 1.50
H -4.56 -3.49 2.76
I -0.18 -6.38 -4.31
C -0.13 -5.37 -2.45
C 0.35 -4.08 -2.40
C 0.31 -3.40 -1.19
C -0.20 -4.02 -0.05
C -0.64 -5.34 -0.12
C -0.61 -6.02 -1.33
C -0.36 -3.25 1.24
O -0.25 -3.83 2.31
O -0.68 -2.00 1.11
H 0.72 -3.59 -3.28
H 0.70 -2.39 -1.13
H -1.01 -5.82 0.77
H -0.95 -7.05 -1.38
C 6.68 2.01 4.42
C 5.52 1.60 3.55
C 4.56 2.52 3.16
C 3.44 2.15 2.42
C 2.45 3.23 2.08
C 3.28 0.80 2.04
C 4.29 -0.14 2.38
C 4.23 -1.59 2.00
C 5.38 0.29 3.12
C 2.04 0.34 1.38
O 1.82 -0.86 1.06
O 1.06 1.14 1.14
H 6.47 2.97 4.90
H 7.60 2.11 3.84
H 6.85 1.27 5.20
H 4.67 3.55 3.46
H 2.77 4.18 2.51
H 1.46 2.98 2.46
H 2.36 3.34 1.00
H 3.41 -2.09 2.52
H 5.16 -2.09 2.24
H 4.02 -1.70 0.94
H 6.15 -0.43 3.39
O 1.62 0.00 -1.94
S 0.40 0.65 -1.42
C 0.77 2.42 -1.33
C -0.08 3.29 -0.65
C 0.22 4.64 -0.63
C 1.36 5.12 -1.28
C 2.21 4.23 -1.92
C 1.92 2.88 -1.94
C -0.64 0.91 -2.90
C -1.89 1.51 -2.79
C -2.65 1.70 -3.93
C -2.16 1.31 -5.17
C -0.90 0.72 -5.26
C -0.14 0.52 -4.12
H -0.94 2.91 -0.13
H -0.43 5.33 -0.10
H 1.59 6.17 -1.27
H 3.11 4.59 -2.40
H 2.57 2.15 -2.42
H -2.27 1.81 -1.82
H -3.63 2.15 -3.85
H -2.76 1.46 -6.06
H -0.52 0.41 -6.23
H 0.83 0.05 -4.16
*
```

Atomic charges from the Mulliken analysis, expressed in e, are listed below: atom 1 (Cr): 0.326, atom 2 (C): -1.039, atom 3 (C): -0.226, atom 4 (O): -0.394, atom 5 (P): 0.921, atom 6 (S): -0.475, atom 7 (S): -0.819, atom 8 (O): -0.228, atom 9 (C): -0.236, atom 10 (C): -1.074, atom 11 (H): 0.422, atom 12 (H): 0.193, atom 13 (H): 0.254, atom 14 (H): 0.276, atom 15 (H): 0.343, atom 16 (H): 0.352, atom 17 (H): 0.185, atom 18 (H): 0.126, atom 19 (H): 0.386, atom 20 (H): 0.316, atom 21 (I): 0.008, atom 22 (C): -0.092, atom 23 (C): -0.535, atom 24 (C): 0.036, atom 25 (C): 0.464, atom 26 (C): -0.527, atom 27 (C): -0.526, atom 28 (C): -0.122, atom 29 (O): -0.698, atom 30 (O): -0.356, atom 31 (H): 0.453, atom 32 (H): 0.410, atom 33 (H): 0.444, atom 34 (H): 0.356, atom 35 (C): -1.509, atom 36 (C): 0.547, atom 37 (C): -0.974, atom 38 (C): 0.699, atom 39 (C): -0.992, atom 40 (C): 0.229, atom 41 (C): 0.703, atom 42 (C): -1.425, atom 43 (C): -0.901, atom 44 (C): 1.554, atom 45 (O): -0.724, atom 46 (O): -0.502, atom 47 (H): 0.365, atom 48 (H): 0.284, atom 49 (H): 0.375, atom 50 (H): 0.286, atom 51 (H): 0.363, atom 52 (H): 0.216, atom 53 (H): -0.045, atom 54 (H): 0.309, atom 55 (H): 0.391, atom 56 (H): 0.208, atom 57 (H): 0.335, atom 58 (O): -0.822, atom 59 (S): 1.728, atom 60 (C): 0.207, atom 61 (C): 0.200, atom 62 (C): -0.748, atom 63 (C): -0.584, atom 64 (C): -0.712, atom 65 (C): -0.511, atom 66 (C): 0.462, atom 67 (C): 0.027, atom 68 (C): -0.872, atom 69 (C): -0.569, atom 70 (C): -0.657, atom 71 (C): -0.446, atom 72 (H): -0.016, atom 73 (H): 0.432, atom 74 (H): 0.362, atom 75 (H): 0.416, atom 76 (H): 0.470, atom 77 (H): 0.300, atom 78 (H): 0.393, atom 79 (H): 0.371, atom 80 (H): 0.386, atom 81 (H): 0.470

=====

Record 4
DFT (wB97M-V/def2-TZVPD) results for a structure of composition C26H34NO4PS4SeTeTi in a non-equilibrium geometry.

Values from the calculation:
E_HOMO (alpha / beta)	-4.70 / -4.90	eV
gap between HOMO and LUMO (alpha / beta)	6.813 / 7.018	eV
energy relative to the best compared isomer or geometry (same formula, charge and spin)	0.7419	eV

```
! wB97M-V def2-TZVPD RIJCOSX def2/J DEFGRID3
* xyz -1 2
Ti -0.11 0.16 -0.14
C -3.82 -2.48 -1.27
Te -1.67 -2.17 -1.19
C -1.49 -3.84 0.15
H -3.99 -3.54 -1.44
H -4.23 -1.91 -2.10
H -4.30 -2.17 -0.35
H -2.27 -3.78 0.91
H -0.52 -3.78 0.64
H -1.57 -4.78 -0.40
O 3.24 -6.08 2.41
C 3.14 -6.13 1.06
O 3.27 -7.18 0.50
C 2.84 -4.84 0.38
C 2.20 -4.89 -0.85
C 1.78 -3.72 -1.47
C 2.02 -2.48 -0.87
S 1.39 -1.02 -1.63
C 2.80 -2.43 0.29
C 3.17 -3.60 0.93
H 3.00 -5.20 2.73
H 1.99 -5.86 -1.29
H 1.24 -3.75 -2.40
H 3.09 -1.47 0.69
H 3.74 -3.54 1.85
Se 0.04 -1.23 1.95
C -0.36 -0.04 3.40
C 0.67 0.39 4.24
C 0.36 1.22 5.30
N -0.87 1.64 5.58
C -1.85 1.20 4.80
C -1.65 0.35 3.71
H 1.68 0.06 4.07
H 1.14 1.58 5.96
H -2.85 1.53 5.05
H -2.49 0.00 3.13
C 0.65 3.74 -2.74
C -0.29 4.34 -1.71
C -1.26 5.33 -2.33
O -1.01 3.37 -0.91
P -1.89 2.09 -1.22
S -2.27 1.31 0.57
S -1.09 0.82 -2.54
O -3.19 2.84 -1.85
C -4.40 2.29 -2.41
C -4.98 1.13 -1.61
C -4.20 1.89 -3.87
H 1.33 4.51 -3.10
H 0.09 3.34 -3.59
H 1.23 2.93 -2.30
H 0.31 4.85 -0.95
H -1.90 4.82 -3.06
H -0.71 6.12 -2.83
H -1.90 5.76 -1.57
H -5.09 3.14 -2.37
H -4.31 0.27 -1.66
H -5.95 0.86 -2.02
H -5.10 1.41 -0.56
H -3.54 1.03 -3.94
H -3.76 2.71 -4.44
H -5.17 1.63 -4.31
S 1.23 1.96 0.61
C 2.87 1.35 0.87
C 3.37 1.23 2.17
C 4.67 0.78 2.39
C 5.49 0.45 1.32
C 5.01 0.61 0.02
C 3.72 1.06 -0.20
H 2.74 1.51 3.00
H 5.04 0.68 3.40
H 6.50 0.09 1.48
H 5.64 0.37 -0.82
H 3.35 1.17 -1.21
*
```

Atomic charges from the Mulliken analysis, expressed in e, are listed below: atom 1 (Ti): 0.362, atom 2 (C): -1.281, atom 3 (Te): 0.736, atom 4 (C): -0.869, atom 5 (H): 0.408, atom 6 (H): 0.344, atom 7 (H): 0.381, atom 8 (H): 0.356, atom 9 (H): 0.056, atom 10 (H): 0.390, atom 11 (O): -0.494, atom 12 (C): 0.585, atom 13 (O): -0.597, atom 14 (C): 0.699, atom 15 (C): -0.792, atom 16 (C): -0.597, atom 17 (C): 0.323, atom 18 (S): -0.335, atom 19 (C): -0.196, atom 20 (C): -0.889, atom 21 (H): 0.325, atom 22 (H): 0.434, atom 23 (H): 0.387, atom 24 (H): 0.230, atom 25 (H): 0.420, atom 26 (Se): -0.520, atom 27 (C): 0.459, atom 28 (C): -0.520, atom 29 (C): -0.427, atom 30 (N): -0.656, atom 31 (C): -0.491, atom 32 (C): -0.411, atom 33 (H): 0.683, atom 34 (H): 0.344, atom 35 (H): 0.347, atom 36 (H): 0.559, atom 37 (C): -1.072, atom 38 (C): 0.532, atom 39 (C): -1.331, atom 40 (O): -0.197, atom 41 (P): 1.268, atom 42 (S): -0.540, atom 43 (S): -0.659, atom 44 (O): -0.416, atom 45 (C): 0.515, atom 46 (C): -1.114, atom 47 (C): -1.292, atom 48 (H): 0.465, atom 49 (H): 0.271, atom 50 (H): 0.069, atom 51 (H): 0.220, atom 52 (H): 0.176, atom 53 (H): 0.456, atom 54 (H): 0.328, atom 55 (H): 0.220, atom 56 (H): -0.017, atom 57 (H): 0.512, atom 58 (H): 0.330, atom 59 (H): 0.222, atom 60 (H): 0.296, atom 61 (H): 0.479, atom 62 (S): -0.607, atom 63 (C): 0.518, atom 64 (C): -0.587, atom 65 (C): -0.613, atom 66 (C): -0.450, atom 67 (C): -0.602, atom 68 (C): -0.274, atom 69 (H): 0.704, atom 70 (H): 0.371, atom 71 (H): 0.376, atom 72 (H): 0.363, atom 73 (H): 0.326

=====

Record 5
DFT (wB97M-V/def2-TZVPD) results for a structure of composition C7H14BN2O2Sr in a non-equilibrium geometry.

Values from the calculation:
E_HOMO (alpha / beta)	-0.15 / -0.09	eV
gap between HOMO and LUMO (alpha / beta)	2.840 / 2.813	eV

```
! wB97M-V def2-TZVPD RIJCOSX def2/J DEFGRID3
* xyz -1 1
C -1.68 0.83 -2.76
Sr 0.48 1.19 -2.03
N 2.37 0.11 -0.53
N 1.66 -0.41 -3.84
H 1.90 -0.79 -0.34
H -1.22 1.96 -2.34
H -2.48 1.18 -3.41
H -2.12 0.28 -1.93
H -1.00 0.17 -3.38
H 1.83 -1.28 -3.32
H 2.58 -0.13 -4.21
H 1.11 -0.68 -4.66
H 3.32 -0.12 -0.84
H 2.47 0.57 0.38
O -0.54 -1.71 0.66
B -0.47 -0.84 -0.42
O -0.49 0.49 0.22
C -0.66 0.33 1.59
C -0.76 1.26 2.61
C -0.85 0.74 3.92
C -0.82 -0.64 4.17
C -0.70 -1.55 3.11
C -0.65 -1.03 1.83
H -0.76 2.33 2.37
H -0.97 1.42 4.77
H -0.89 -1.03 5.19
H -0.64 -2.63 3.22
*
```

Atomic charges from the Mulliken analysis, expressed in e, are listed below: atom 1 (C): -0.840, atom 2 (Sr): -0.199, atom 3 (N): -0.056, atom 4 (N): 0.110, atom 5 (H): 0.174, atom 6 (H): -0.149, atom 7 (H): 0.421, atom 8 (H): 0.248, atom 9 (H): 0.196, atom 10 (H): 0.079, atom 11 (H): 0.147, atom 12 (H): 0.186, atom 13 (H): 0.128, atom 14 (H): 0.132, atom 15 (O): -0.332, atom 16 (B): -1.051, atom 17 (O): -0.258, atom 18 (C): -0.369, atom 19 (C): -0.740, atom 20 (C): -0.361, atom 21 (C): -0.491, atom 22 (C): -0.739, atom 23 (C): 1.193, atom 24 (H): 0.479, atom 25 (H): 0.354, atom 26 (H): 0.337, atom 27 (H): 0.399